C3H11NO3 | ωB97M-V/def2-TZVPD

Each line ends with the natural charge from an NBO analysis.
CARTESIAN COORDINATES (ANGSTROEM)
C (-0.044, -1.323, 1.152)  -0.0874
O (-0.457, -2.630, 0.873)  -0.6752
C (0.273, -0.649, -0.177)  -0.0528
C (1.142, 0.656, 0.088)  -0.0560
O (1.351, 1.339, -1.055)  -0.4815
N (-0.901, -0.322, -0.880)  -0.6674
H (0.830, -1.288, 1.794)  0.1975
H (-0.881, -0.839, 1.643)  0.2030
H (0.291, -3.235, 0.941)  0.4950
H (0.849, -1.382, -0.778)  0.2632
H (0.608, 1.229, 0.850)  0.2228
H (2.068, 0.365, 0.575)  0.2366
H (0.652, 2.050, -1.075)  0.5294
H (-1.532, -1.124, -0.829)  0.4236
H (-0.750, -0.181, -1.871)  0.3979
H (-1.208, 3.037, 0.127)  0.5112
H (-1.410, 1.743, -0.738)  0.4979
O (-0.881, 2.552, -0.640)  -0.9578

* multiplicity: 2
* HOMO level (spin up / spin down): -15.39 / -15.02 eV
* total charge: +1
* ΔE to the lowest compared entry with this formula, charge and spin: 17.0 kcal per mole
* LUMO (spin up / spin down): -2.9641 / -8.9288 eV
* frontier orbital gap (spin up / spin down): 12.4 / 6.1 eV
* strongest force on any atom: 1.67 eV/A

---

C4H10O2 | ωB97M-V/def2-TZVPD

Each line ends with the natural charge from an NBO analysis.
CARTESIAN COORDINATES (ANGSTROEM)
C (-1.177, 0.966, 0.010)  -0.6246
C (0.223, 0.601, 0.512)  -0.0022
O (0.158, 0.150, 1.838)  -0.7154
C (0.884, -0.475, -0.351)  0.5859
C (1.277, -0.141, -1.768)  -0.7246
O (1.108, -1.563, 0.142)  -0.5556
H (-1.817, 0.080, -0.033)  0.2197
H (-1.155, 1.442, -0.976)  0.2080
H (-1.623, 1.668, 0.722)  0.2294
H (0.861, 1.498, 0.457)  0.1783
H (-1.637, -1.424, 1.809)  0.0067
H (-2.014, -2.008, 1.543)  -0.0146
H (0.392, -0.069, -2.411)  0.2416
H (1.792, 0.824, -1.805)  0.2322
H (1.932, -0.926, -2.150)  0.2430
H (0.523, -0.754, 1.818)  0.4923

* HOMO level: -10.25 eV
* total charge: 0
* SMILES string: CC(=O)[C@@H](C)O.[H][H]
* ΔE to the lowest compared entry with this formula, charge and spin: 30.9 kcal per mole
* LUMO: 0.8514 eV
* frontier orbital gap: 11.1 eV
* strongest force on any atom: 0.46 eV/A

---

C19H18ClIN2O2Ru | ωB97M-V/def2-TZVPD

Each line ends with the natural charge from an NBO analysis.
CARTESIAN COORDINATES (ANGSTROEM)
C (2.101, 1.714, 1.953)  -0.6830
C (1.404, 1.875, -2.998)  -0.7385
H (2.902, 1.825, 2.691)  0.2406
H (2.027, 0.673, 1.636)  0.2207
H (1.163, 2.128, 2.315)  0.2428
H (1.190, 1.077, -3.721)  0.2415
H (0.827, 2.778, -3.260)  0.2440
H (2.472, 2.157, -3.059)  0.2327
C (-1.724, 1.834, -1.982)  0.0743
C (-2.909, 1.489, -2.632)  -0.2174
C (-3.032, 0.222, -3.206)  -0.1239
C (-1.972, -0.670, -3.107)  -0.1845
H (-1.551, 2.799, -1.507)  0.2247
H (-3.708, 2.225, -2.666)  0.2531
H (-3.950, -0.073, -3.714)  0.2546
H (-1.994, -1.686, -3.496)  0.2379
N (-0.712, 0.966, -1.917)  -0.4393
C (-0.808, -0.277, -2.433)  0.1748
C (0.329, -1.126, -2.121)  0.2074
N (1.303, -0.501, -1.404)  -0.4964
C (2.339, -1.189, -0.892)  0.0638
C (1.473, -3.225, -1.847)  -0.1159
C (2.427, -2.567, -1.069)  -0.2326
H (3.060, -0.588, -0.336)  0.2145
H (3.250, -3.095, -0.597)  0.2517
C (0.423, -2.496, -2.389)  -0.1890
H (-0.373, -2.932, -2.987)  0.2427
H (1.539, -4.297, -2.022)  0.2552
Ru (1.204, 1.561, -1.089)  0.9751
I (2.806, 2.956, 0.302)  0.3825
Cl (-0.900, -0.861, 6.930)  0.1318
C (-0.886, -0.571, 5.241)  -0.1090
C (-0.579, -1.621, 4.360)  -0.0034
C (-0.565, -1.377, 2.985)  -0.0008
C (-0.814, -0.087, 2.503)  -0.2101
C (-1.149, 0.948, 3.376)  0.0639
C (-1.186, 0.711, 4.753)  -0.0770
C (-0.683, 0.137, 1.016)  0.7681
O (-1.086, -0.765, 0.262)  -0.6357
O (-0.128, 1.272, 0.684)  -0.7959
H (-0.359, -2.610, 4.752)  0.2644
H (-0.360, -2.178, 2.275)  0.2687
H (-1.371, 1.936, 2.971)  0.2531
H (-1.439, 1.509, 5.447)  0.2677

* multiplicity: 5
* HOMO level (spin up / spin down): -13.95 / -14.75 eV
* total charge: +2
* ΔE to the lowest compared entry with this formula, charge and spin: 29.0 kcal per mole
* LUMO (spin up / spin down): -6.4864 / -10.9506 eV
* frontier orbital gap (spin up / spin down): 7.5 / 3.8 eV
* strongest force on any atom: 3.50 eV/A

---

C2H5PS3 | ωB97M-V/def2-TZVPD

Each line ends with the natural charge from an NBO analysis.
CARTESIAN COORDINATES (ANGSTROEM)
C (1.266, 0.991, 0.934)  -0.8607
C (1.029, -0.692, -0.727)  -0.8522
P (0.480, 1.040, -0.701)  0.8416
S (-2.035, 0.154, 0.370)  -0.3875
S (2.529, -0.072, 0.115)  0.2478
S (-3.976, -0.166, -0.069)  -0.0793
H (1.675, 2.050, 1.155)  0.2504
H (0.744, 0.467, 1.687)  0.2403
H (0.645, -1.491, -0.131)  0.2424
H (1.349, -1.104, -1.668)  0.2349
H (-3.707, -1.176, -0.967)  0.1222

* HOMO level (spin up / spin down): -7.41 / -7.90 eV
* total charge: 0
* ΔE to the lowest compared entry with this formula, charge and spin: 54.0 kcal per mole
* LUMO (spin up / spin down): -1.3840 / -1.1355 eV
* frontier orbital gap (spin up / spin down): 6.0 / 6.8 eV
* strongest force on any atom: 3.20 eV/A

---

C4H12O | ωB97M-V/def2-TZVPD

Each line ends with the natural charge from an NBO analysis.
CARTESIAN COORDINATES (ANGSTROEM)
C (0.602, 0.991, 0.267)  -0.6132
C (-0.583, 0.143, 0.660)  -0.1023
C (-1.882, 0.751, 0.039)  -0.5146
C (-0.628, -1.298, 0.062)  -0.5174
H (0.492, 2.055, 0.494)  0.2706
H (1.454, 0.514, 0.736)  0.2751
H (0.621, 1.018, -0.830)  0.2276
H (-0.573, 0.046, 1.751)  0.2727
H (-1.717, 1.274, -0.906)  0.2471
H (-2.192, 1.488, 0.810)  0.3116
H (-2.681, 0.046, -0.156)  0.2468
H (-0.999, -2.055, 0.758)  0.2642
H (-1.077, -1.402, -0.924)  0.2472
H (0.482, -1.464, -0.037)  0.3337
H (2.528, -1.142, -1.441)  0.4742
H (3.200, -0.020, -0.704)  0.4772
O (2.953, -0.947, -0.579)  -0.9007

* multiplicity: 2
* HOMO level (spin up / spin down): -15.73 / -15.50 eV
* total charge: +1
* ΔE to the lowest compared entry with this formula, charge and spin: 0.0 kcal per mole
* LUMO (spin up / spin down): -2.9251 / -9.8858 eV
* frontier orbital gap (spin up / spin down): 12.8 / 5.6 eV
* strongest force on any atom: 1.43 eV/A

---

C3H3BeFO | ωB97M-V/def2-TZVPD

Each line ends with the natural charge from an NBO analysis.
CARTESIAN COORDINATES (ANGSTROEM)
H (-1.003, -0.874, 0.998)  0.3064
H (-1.789, -0.144, -0.539)  0.2973
O (-0.250, 2.096, 0.017)  -0.3712
C (-0.998, -0.827, -0.216)  -0.6948
C (0.285, -0.178, 0.053)  0.4952
C (0.642, 1.235, -0.018)  -0.5155
H (-0.890, -1.719, -0.849)  0.2870
F (1.385, -0.943, -0.239)  -0.3379
Be (2.036, 1.189, -0.461)  1.5336

* multiplicity: 2
* HOMO level (spin up / spin down): -13.83 / -14.59 eV
* total charge: +1
* ΔE to the lowest compared entry with this formula, charge and spin: 6.7 kcal per mole
* LUMO (spin up / spin down): -7.5613 / -7.5623 eV
* frontier orbital gap (spin up / spin down): 6.3 / 7.0 eV
* strongest force on any atom: 6.89 eV/A

---

C9H34BClNO9P2 | ωB97M-V/def2-TZVPD

Each line ends with the natural charge from an NBO analysis.
CARTESIAN COORDINATES (ANGSTROEM)
C (-2.578, 0.040, 3.948)  -0.2467
O (-2.104, -1.278, 3.770)  -0.5650
C (-2.801, -2.000, 2.760)  -0.0514
C (-1.874, -3.055, 2.171)  -0.4282
C (-1.271, -2.645, 0.813)  -0.5904
B (-0.408, -1.242, 0.828)  -0.7682
P (1.361, -1.508, 1.546)  0.9134
O (2.338, -0.226, 1.130)  -0.9846
Cl (2.206, -3.033, 0.338)  -0.3947
P (-0.511, -0.420, -0.937)  2.0343
N (0.810, 0.161, -1.559)  -1.3760
O (-1.643, 0.806, -0.834)  -1.0006
O (-1.166, -1.486, -2.058)  -0.9942
H (-1.747, 0.637, 4.307)  0.1847
H (-2.985, 0.461, 3.031)  0.1724
H (-3.377, 0.057, 4.698)  0.1566
H (-3.193, -1.340, 1.985)  0.1581
H (-3.648, -2.520, 3.222)  0.1547
H (-1.122, -3.331, 2.902)  0.2117
H (-2.490, -3.935, 1.983)  0.2115
H (-2.096, -2.615, 0.104)  0.1910
H (-0.604, -3.452, 0.512)  0.2175
H (-0.943, -0.465, 1.592)  0.0137
H (2.360, 0.410, 1.855)  0.4831
H (0.941, -0.304, -2.453)  0.3573
H (-2.389, 0.501, -0.294)  0.4720
H (-2.112, -1.276, -2.086)  0.4737
C (2.339, 2.730, -4.175)  -0.2457
O (3.590, 2.097, -3.907)  -0.7499
H (2.519, 3.574, -4.837)  0.1690
H (1.655, 2.027, -4.658)  0.1631
H (1.895, 3.090, -3.246)  0.1793
H (3.409, 1.359, -3.313)  0.4819
C (-0.852, -0.751, 7.548)  -0.2447
O (-1.454, -1.837, 6.863)  -0.7361
H (-0.864, -0.978, 8.612)  0.1700
H (0.185, -0.612, 7.227)  0.1626
H (-1.409, 0.176, 7.379)  0.1536
H (-1.442, -1.626, 5.920)  0.4887
C (-4.572, -6.308, 0.568)  -0.2451
O (-3.287, -5.713, 0.690)  -0.7143
H (-5.247, -5.774, 1.232)  0.1809
H (-4.946, -6.225, -0.457)  0.1580
H (-4.546, -7.362, 0.861)  0.1558
H (-2.687, -6.180, 0.101)  0.4675
C (2.577, 5.982, -2.193)  -0.2489
O (2.586, 6.161, -3.606)  -0.7299
H (1.559, 6.138, -1.846)  0.1808
H (2.891, 4.970, -1.926)  0.1753
H (3.234, 6.708, -1.704)  0.1521
H (3.488, 6.014, -3.910)  0.4703
C (4.813, 4.094, -6.979)  -0.2541
O (5.428, 5.069, -6.137)  -0.7319
H (3.888, 4.517, -7.362)  0.1814
H (5.469, 3.844, -7.818)  0.1540
H (4.586, 3.193, -6.405)  0.1869
H (6.240, 4.685, -5.795)  0.4636

* HOMO level: -4.13 eV
* total charge: -1
* LUMO: 2.5125 eV
* frontier orbital gap: 6.6 eV
* strongest force on any atom: 1.43 eV/A

---

- What is the total charge in the second record?
  0